C2H7I2NSi | the ωB97M-V functional and the def2-TZVPD basis

The LUMO energy (spin up / spin down) is -0.0077 / -0.0487 Eh. For the HOMO-LUMO gap (spin up / spin down), the calculation gives 7.555 / 7.782 eV. Its total charge is 0.

Each line ends with the Löwdin charge.
Element x y z (Å)
C1 1.4188 -0.7308 0.4001  -0.248
C2 0.6825 1.0035 -1.1089  -0.208
N1 0.8437 0.5396 0.2079  -0.150
Si1 -1.9745 -0.2071 1.0489  -0.302
I1 -3.2879 1.5793 -0.1317  0.241
I2 -1.8694 -2.2686 -0.1502  0.380
H1 1.3223 -1.2507 1.3570  0.080
H2 1.1473 -1.4054 -0.3720  0.025
H3 2.4422 -0.6343 0.4776  0.058
H4 1.7103 1.4722 -1.2830  0.116
H5 0.3114 0.2263 -1.8006  0.073
H6 -0.1077 1.8674 -1.0870  0.071
H7 -2.6390 -0.1915 2.4418  -0.136